No. 1
Entry from the Open Molecules 2025 dataset: C17H24N4O5Rh as an isolated structure in a non-equilibrium geometry (ωB97M-V/def2-TZVPD).

```
51
Properties=species:S:1:pos:R:3:forces:R:3
O 3.397561 -0.266348 -3.628337 -1.149 2.747 -0.087
H 3.287914 0.710909 -3.861069 0.782 -1.885 0.161
Rh 0.815892 0.414864 -0.702209 -3.198 -1.529 2.716
N -1.110508 0.527324 -0.861659 -2.311 0.376 0.083
N 0.452016 -0.670281 -2.332068 1.401 -0.881 -0.100
O -1.866100 0.974458 0.183323 -0.551 0.789 -0.186
O 1.245630 -1.457899 -2.974285 0.096 0.268 0.372
C -1.753821 -0.188931 -1.797471 0.188 -1.219 -1.490
C -0.862263 -0.835030 -2.667763 -2.239 -0.211 0.421
C -3.227785 -0.416709 -1.812346 -0.425 0.045 -0.142
C -1.165898 -1.866220 -3.690298 -0.775 0.074 -0.580
H -3.772920 0.484364 -1.502594 0.083 -0.441 -0.118
H -3.504537 -1.258663 -1.150182 0.096 0.411 -0.194
H -3.547565 -0.673488 -2.834038 0.066 0.111 0.455
H -0.897723 -2.867855 -3.303164 -0.117 0.623 -0.186
H -0.595389 -1.700215 -4.619546 -0.192 -0.038 0.437
H -2.237530 -1.860572 -3.924536 0.313 -0.020 -0.002
H -2.508575 1.625851 -0.231397 0.193 -0.398 0.596
H 2.483195 -0.425230 -3.271563 1.302 -0.704 -0.491
O 0.219895 -3.706806 -1.764351 0.598 -0.473 -0.024
H 0.289118 -4.671611 -1.679924 0.144 0.436 -0.109
H 1.042652 -3.385905 -2.193288 -0.576 -0.295 0.273
C 2.222939 1.364011 -1.067071 8.818 1.789 -6.092
H 2.693825 0.236215 -1.024604 -0.212 1.353 -0.085
H 1.772767 1.448949 -2.155402 0.690 0.461 1.093
H 3.187460 1.996715 -1.084506 -1.849 -0.935 0.621
O -3.632906 2.690053 -0.886558 -1.204 1.386 1.209
H -3.236425 3.470311 -1.314605 -0.252 -0.346 0.183
H -4.295839 3.071035 -0.219844 1.392 -0.806 -1.431
C -0.993996 -2.671801 1.925819 -0.011 -0.174 0.378
C -0.413877 -2.061783 0.809366 0.017 1.133 0.532
N 0.154374 -0.852132 0.922177 0.628 -1.704 0.756
C 0.374798 -0.308356 2.135999 -0.859 -0.487 0.407
C -0.097091 -0.927995 3.325460 0.543 0.662 -0.902
C -0.836515 -2.112670 3.184755 -0.035 -0.111 -0.302
C 0.216362 -0.292889 4.566182 0.477 0.807 0.533
C 0.942132 0.875345 4.624562 -0.559 -0.901 0.619
C 1.377960 1.552033 3.450841 -0.231 -0.533 -0.829
C 2.089169 2.765305 3.448861 -0.011 -0.016 -0.195
C 2.420721 3.360287 2.245998 -0.113 -0.071 0.214
C 2.014528 2.763556 1.052024 -0.372 -0.289 0.939
N 1.347248 1.603316 1.053603 -0.394 -0.089 -0.277
C 1.054665 0.958567 2.203323 0.218 0.986 0.438
H -1.556171 -3.590640 1.771985 0.196 0.134 0.186
H -0.416984 -2.537319 -0.170701 -0.095 0.258 0.150
H -1.258674 -2.569852 4.076870 0.024 -0.035 -0.220
H -0.132684 -0.776087 5.477750 0.140 0.195 -0.109
H 1.194491 1.333250 5.580033 -0.154 -0.229 -0.104
H 2.361879 3.212004 4.400238 0.017 0.007 -0.133
H 2.984758 4.284254 2.180758 -0.102 -0.089 0.198
H 2.277837 3.230316 0.105468 -0.438 -0.142 0.422
```
Positions in Å, forces in eV/Å.

multiplicity	5
molecular weight	467.31	g/mol
total charge	+1
highest occupied orbital energy (alpha / beta)	-9.24 / -11.87	eV

***

No. 2
Entry from the Open Molecules 2025 dataset: C17H24NOPdSSb2 as an isolated structure (ωB97M-V/def2-TZVPD).

```
47
Properties=species:S:1:pos:R:3:forces:R:3
Pd 1.232464 -0.758418 -0.799492 0.097 -0.108 0.070
C -0.652963 -4.773149 -0.063355 -0.081 0.003 0.069
Sb -0.255626 -2.636503 0.029657 0.020 0.196 -0.001
C -0.092855 -2.609317 2.176208 0.002 -0.061 -0.053
C -2.402129 -2.120373 -0.046726 0.073 -0.173 -0.065
C -2.849996 -1.213275 1.045890 -0.009 0.162 -0.019
C -3.271745 -1.768762 2.254247 -0.018 -0.027 0.048
C -3.660056 -0.991763 3.332932 0.001 0.041 -0.017
C -3.644770 0.390542 3.212734 0.017 -0.028 -0.048
C -3.252645 0.959736 2.010500 -0.003 -0.005 0.044
C -2.853216 0.190745 0.915736 0.011 0.066 -0.120
C -2.435684 0.898804 -0.343201 0.069 -0.044 0.195
Sb -0.272033 1.219124 -0.439564 0.072 0.070 -0.056
C -0.401457 2.683280 -2.015436 -0.053 0.006 0.028
C -0.264101 2.676784 1.154686 -0.011 -0.055 0.044
H -1.333916 -5.036840 0.748381 -0.007 -0.065 -0.026
H 0.274125 -5.336413 0.042727 0.010 0.019 -0.008
H -1.112159 -5.024196 -1.020232 0.015 -0.004 -0.001
H -0.826337 -3.255991 2.658475 0.002 -0.007 -0.003
H -0.227157 -1.585115 2.521969 0.001 0.001 -0.002
H 0.914299 -2.935418 2.436624 0.003 0.003 0.001
H -2.930448 -3.074353 0.004795 -0.050 0.020 0.013
H -2.566235 -1.688580 -1.032440 0.015 -0.036 -0.019
H -3.286300 -2.850020 2.342997 -0.001 0.006 0.004
H -3.972470 -1.462086 4.257280 0.000 0.000 -0.002
H -3.943670 1.020856 4.041250 0.000 0.001 -0.002
H -3.255550 2.039428 1.906431 0.000 0.002 0.002
H -2.889682 1.890499 -0.390053 -0.053 -0.020 -0.003
H -2.708643 0.348781 -1.243912 0.001 0.004 0.001
H -1.103548 3.473353 -1.742676 -0.005 0.002 -0.028
H -0.724303 2.199776 -2.937060 0.013 -0.009 0.006
H 0.587399 3.110076 -2.181468 0.007 -0.015 0.007
H -0.995052 3.469162 0.983170 -0.010 -0.015 -0.030
H 0.734524 3.108853 1.219992 -0.001 0.005 -0.007
H -0.486828 2.175494 2.096932 0.003 0.015 0.006
O 2.371770 0.202833 -2.917263 -0.001 0.009 -0.046
N 3.469201 0.808207 -2.580686 -0.154 -0.015 -0.080
C 3.850600 1.879386 -3.317944 0.064 0.079 -0.014
C 4.992162 2.593437 -3.061147 0.026 -0.044 0.059
C 5.790247 2.197242 -1.985457 -0.015 0.070 -0.082
C 5.394788 1.118166 -1.236811 -0.036 -0.095 0.066
C 4.221126 0.381722 -1.504655 0.109 0.053 0.048
S 3.748329 -0.976487 -0.586880 -0.085 0.050 0.001
H 3.173051 2.110105 -4.125661 -0.051 -0.062 0.018
H 5.240579 3.436849 -3.689823 0.010 0.003 0.006
H 6.699891 2.731651 -1.741685 0.000 -0.004 0.003
H 5.977022 0.782170 -0.389984 0.002 0.005 -0.006
```
Positions in Å, forces in eV/Å.

multiplicity	1
molecular weight	640.39	g/mol
total charge	-1
highest occupied orbital energy	-3.06	eV

***

No. 3
Entry from the Open Molecules 2025 dataset: a single C17H24O5 molecule in a non-equilibrium geometry (ωB97M-V/def2-TZVPD).

```
46
Properties=species:S:1:pos:R:3:forces:R:3
C -0.720933 3.854045 2.325631 -0.074 0.581 -0.027
C -2.086601 3.228913 2.475744 -0.601 -0.167 0.229
C -2.009247 1.754702 3.005321 0.855 0.888 -1.356
C -1.556148 1.730422 4.449483 -0.459 -1.044 0.165
C -1.154574 0.896277 2.074714 -1.415 -1.148 -2.909
C -1.539616 0.418680 0.809641 -0.131 0.203 2.627
C -2.954537 0.649465 0.239571 1.065 0.587 0.548
C -0.589106 -0.510357 0.040813 0.011 -0.293 0.303
O -1.315376 -1.570035 -0.635721 0.343 0.020 -0.069
C -0.478020 -2.642204 -1.132841 0.058 0.473 0.899
C 0.826745 -2.161764 -1.725210 0.472 1.024 -0.252
C 1.205553 -0.842241 -1.602746 0.291 -2.075 -0.667
O 2.422270 -0.394331 -2.082277 -0.841 -0.530 -0.225
C 3.236042 -1.261309 -2.772219 3.153 -1.481 -0.732
O 4.338351 -0.930656 -3.214830 -1.796 1.158 0.815
C 2.947124 -2.689527 -2.903836 -2.995 -0.918 0.740
C 3.953267 -3.632270 -3.588806 0.260 2.120 -0.330
C 1.686018 -3.105147 -2.439371 2.082 0.343 -0.518
O 1.246172 -4.396977 -2.595146 -0.258 1.137 0.650
C 0.259952 0.175669 -1.021012 -0.650 1.196 -0.580
C 0.975733 1.409865 -0.460026 0.087 -0.108 0.086
O -0.651264 0.607548 -2.076405 0.278 -0.428 0.289
H -0.062946 3.225536 1.742444 0.127 -0.085 -0.341
H -0.789912 4.846822 1.866793 0.064 -0.216 -0.051
H -0.241737 3.991407 3.273451 0.319 0.116 0.695
H -2.565855 3.291248 1.496119 -0.122 -0.386 0.028
H -2.740301 3.844480 3.138486 0.490 -0.456 -0.216
H -2.973862 1.312918 2.939935 -1.181 -0.176 0.090
H -0.545665 2.057748 4.575233 0.709 0.397 -0.034
H -1.565878 0.676718 4.810459 -0.248 0.741 0.073
H -2.207787 2.384985 5.043724 0.147 -0.400 0.050
H -0.207878 0.556021 2.443148 0.605 -0.029 0.162
H -3.077505 0.136642 -0.698236 -0.102 -0.225 -0.239
H -3.070501 1.723118 0.056131 -0.199 -0.177 -0.041
H -3.739520 0.329692 0.937990 0.266 0.041 -0.107
H 0.126700 -0.921605 0.759583 -0.134 -0.290 0.163
H -0.262968 -3.297681 -0.259096 -0.066 0.064 -0.605
H -1.031624 -3.205431 -1.895087 -0.110 0.210 0.396
H 4.329056 -3.148390 -4.528869 -0.400 -0.416 0.815
H 4.837516 -3.791631 -2.972477 -0.025 0.145 0.161
H 3.580791 -4.599134 -3.850958 -0.551 -0.589 -0.153
H 1.976564 -4.927028 -2.924637 0.082 -0.051 -0.133
H 1.520039 1.114366 0.462352 -0.190 0.167 -0.514
H 1.716084 1.757301 -1.203576 -0.503 0.126 0.467
H 0.235192 2.190337 -0.161847 0.646 -0.640 -0.560
H -1.279804 -0.137211 -2.221539 0.641 0.593 0.209
```
Positions in Å, forces in eV/Å.

multiplicity	1
molecular weight	308.37	g/mol
highest occupied orbital energy	-8.53	eV
SMILES	CC[C@H](C)/C=C(\C)[C@H]1OCc2c(oc(=O)c(C)c2O)[C@@]1(C)O